{
  "formula": "C52H115N5O8",
  "method": "wB97M-V/def2-TZVPD",
  "species": ["C", "C", "C", "C", "C", "C", "C", "C", "C", "N", "O", "H", "H", "H", "H", "H", "H", "H", "H", "H", "H", "H", "H", "H", "H", "H", "H", "H", "H", "H", "C", "C", "C", "C", "C", "C", "C", "C", "C", "N", "O", "H", "H", "H", "H", "H", "H", "H", "H", "H", "H", "H", "H", "H", "H", "H", "H", "H", "H", "H", "C", "C", "C", "C", "C", "C", "C", "C", "C", "N", "O", "H", "H", "H", "H", "H", "H", "H", "H", "H", "H", "H", "H", "H", "H", "H", "H", "H", "H", "H", "C", "C", "C", "C", "C", "C", "C", "C", "C", "N", "O", "H", "H", "H", "H", "H", "H", "H", "H", "H", "H", "H", "H", "H", "H", "H", "H", "H", "H", "H", "C", "C", "C", "C", "C", "C", "C", "C", "C", "N", "O", "H", "H", "H", "H", "H", "H", "H", "H", "H", "H", "H", "H", "H", "H", "H", "H", "H", "H", "H", "C", "C", "C", "O", "H", "H", "H", "H", "H", "H", "H", "H", "C", "C", "C", "O", "H", "H", "H", "H", "H", "H", "H", "H", "C", "O", "H", "H", "H", "H"],
  "xyz": [[3.683, 2.744, -2.107], [4.360, 2.572, -0.722], [4.021, 3.835, 0.065], [3.885, 1.315, 0.024], [4.783, 0.939, 1.118], [6.215, 0.751, 0.753], [6.769, 1.971, 0.051], [7.073, 3.132, 0.952], [8.088, 1.574, -0.687], [5.770, 2.271, -1.029], [6.344, 3.399, -1.736], [4.173, 2.156, -2.864], [2.622, 2.436, -2.056], [3.671, 3.799, -2.410], [4.495, 4.669, -0.448], [2.941, 3.840, -0.009], [4.292, 3.834, 1.109], [2.853, 1.388, 0.346], [3.860, 0.489, -0.665], [4.740, 1.647, 1.941], [4.420, 0.033, 1.562], [6.328, -0.096, 0.073], [6.844, 0.630, 1.648], [6.118, 3.303, 1.498], [7.179, 4.042, 0.370], [7.909, 2.916, 1.640], [8.817, 1.229, 0.052], [8.551, 2.384, -1.234], [7.873, 0.685, -1.260], [6.177, 3.166, -2.664], [-5.843, -7.007, 1.290], [-5.160, -6.210, 2.487], [-6.189, -5.257, 3.071], [-4.653, -7.194, 3.595], [-3.445, -7.915, 3.053], [-2.327, -6.952, 2.758], [-2.700, -5.954, 1.665], [-1.743, -4.785, 1.852], [-2.619, -6.578, 0.310], [-3.994, -5.364, 2.067], [-4.472, -4.735, 0.862], [-6.555, -7.721, 1.727], [-6.258, -6.306, 0.544], [-5.094, -7.518, 0.726], [-5.733, -4.578, 3.801], [-6.691, -4.661, 2.326], [-6.922, -5.827, 3.629], [-4.322, -6.713, 4.492], [-5.536, -7.795, 3.785], [-3.088, -8.646, 3.824], [-3.546, -8.567, 2.147], [-1.418, -7.477, 2.400], [-2.030, -6.402, 3.659], [-2.222, -4.020, 1.188], [-0.740, -4.946, 1.411], [-1.750, -4.492, 2.879], [-3.412, -7.287, 0.170], [-1.664, -7.110, 0.108], [-2.719, -5.822, -0.471], [-4.598, -3.810, 1.118], [-0.892, 2.514, -4.647], [-2.200, 1.723, -5.010], [-1.862, 0.236, -4.676], [-3.448, 2.145, -4.206], [-3.987, 3.475, -4.675], [-4.498, 3.257, -6.124], [-3.357, 2.807, -7.002], [-3.865, 2.329, -8.335], [-2.471, 4.043, -7.278], [-2.626, 1.693, -6.395], [-1.516, 1.268, -7.164], [-0.069, 2.245, -5.331], [-1.127, 3.579, -4.626], [-0.494, 2.201, -3.691], [-2.681, -0.413, -5.012], [-0.932, -0.028, -5.193], [-1.770, 0.121, -3.593], [-4.136, 1.312, -4.391], [-3.270, 2.086, -3.133], [-4.864, 3.790, -4.145], [-3.174, 4.197, -4.533], [-4.935, 4.124, -6.604], [-5.370, 2.588, -6.052], [-3.065, 2.257, -9.074], [-4.482, 3.171, -8.701], [-4.356, 1.380, -8.448], [-1.496, 3.759, -7.692], [-2.265, 4.521, -6.313], [-2.921, 4.858, -7.897], [-0.925, 2.082, -7.218], [-1.630, 4.839, -1.634], [-2.596, 4.981, -0.439], [-3.407, 6.311, -0.617], [-3.564, 3.795, -0.412], [-2.888, 2.570, 0.158], [-2.401, 2.821, 1.546], [-1.341, 3.958, 1.567], [-1.180, 4.435, 2.998], [0.072, 3.604, 0.988], [-2.055, 5.065, 0.950], [-1.258, 6.260, 1.061], [-1.067, 3.918, -1.477], [-2.167, 4.890, -2.610], [-0.898, 5.614, -1.527], [-3.734, 6.522, 0.409], [-2.850, 7.155, -1.062], [-4.252, 6.112, -1.296], [-4.360, 4.002, 0.334], [-4.073, 3.508, -1.340], [-3.664, 1.798, 0.226], [-2.051, 2.232, -0.494], [-1.872, 1.946, 1.948], [-3.211, 2.971, 2.265], [-0.295, 5.061, 3.086], [-1.125, 3.597, 3.728], [-1.995, 5.108, 3.300], [0.445, 2.733, 1.480], [0.691, 4.458, 1.197], [-0.016, 3.306, -0.074], [-1.841, 6.891, 1.535], [-0.678, 0.814, 4.901], [0.738, 0.245, 4.725], [1.441, 1.077, 3.607], [1.551, 0.389, 6.044], [2.868, -0.345, 5.873], [2.606, -1.858, 5.644], [1.837, -2.063, 4.364], [2.766, -1.831, 3.133], [1.293, -3.460, 4.312], [0.558, -1.192, 4.438], [0.028, -1.311, 3.080], [-1.098, 0.690, 3.890], [-1.288, 0.248, 5.573], [-0.685, 1.860, 5.152], [2.456, 0.752, 3.326], [0.789, 1.169, 2.719], [1.598, 2.117, 3.961], [1.681, 1.453, 6.145], [1.006, 0.037, 6.905], [3.430, 0.005, 4.966], [3.564, -0.223, 6.743], [2.083, -2.242, 6.513], [3.529, -2.372, 5.571], [2.223, -1.933, 2.165], [3.567, -2.570, 3.218], [3.268, -0.871, 3.165], [2.147, -4.153, 4.239], [0.718, -3.679, 3.400], [0.599, -3.625, 5.135], [-0.824, -1.758, 3.182], [-1.937, -1.036, 0.351], [-0.472, -1.154, -0.207], [0.236, 0.157, -0.337], [0.231, -2.140, 0.559], [-1.888, -0.734, 1.408], [-2.502, -1.956, 0.270], [-2.398, -0.294, -0.328], [-0.562, -1.601, -1.211], [0.285, 0.735, 0.602], [-0.329, 0.733, -1.066], [1.262, -0.051, -0.626], [0.305, -1.798, 1.436], [3.008, -4.276, -0.733], [3.888, -3.092, -0.449], [4.996, -2.819, -1.491], [3.032, -1.944, -0.564], [2.777, -4.441, -1.790], [2.059, -4.117, -0.226], [3.488, -5.189, -0.351], [4.302, -3.205, 0.561], [5.688, -2.048, -1.116], [4.601, -2.592, -2.478], [5.715, -3.642, -1.587], [2.141, -2.085, -0.204], [2.235, -1.858, -3.758], [2.941, -0.722, -3.168], [1.311, -2.074, -3.222], [2.039, -1.573, -4.797], [2.821, -2.758, -3.717], [3.179, -0.981, -2.269]],
  "forces_ev_per_angstrom": [[-0.86, 0.21, 0.71], [0.10, -0.45, -0.22], [0.26, -0.41, -0.46], [-0.47, 0.40, -1.56], [0.12, -0.16, 1.97], [0.94, 0.26, 0.00], [0.71, -0.28, -2.05], [-1.69, 0.33, 0.91], [-0.52, -0.46, 1.19], [1.29, 0.62, 0.06], [-0.61, -0.16, -0.44], [0.12, -0.39, -0.27], [0.39, -0.01, 0.00], [0.17, -0.22, 0.04], [-0.25, 0.28, 0.17], [-0.34, 0.69, 0.11], [0.09, -0.09, 0.28], [-0.28, 0.43, 0.28], [0.10, -0.39, -0.62], [-0.12, 0.47, 0.21], [-0.26, -0.75, 0.23], [0.06, -0.14, 0.15], [-0.25, -0.45, -0.15], [0.98, 0.05, 0.38], [0.61, 0.03, -0.02], [-0.39, 0.29, -0.35], [-0.01, 0.16, 0.23], [-0.20, 0.03, -0.30], [0.04, 0.00, -0.79], [0.20, 0.13, 0.38], [0.48, 1.01, 0.92], [0.50, -0.25, -0.14], [0.31, 0.07, 0.72], [-0.65, 0.32, -2.35], [1.03, -2.43, 0.42], [0.59, -0.22, -0.12], [0.80, -0.14, 2.29], [-0.36, 0.63, -2.83], [0.50, -0.03, -1.25], [-1.21, -0.43, -0.94], [-0.05, 1.10, 0.08], [0.01, 0.33, -0.44], [-0.30, -0.35, 0.76], [0.29, -0.76, -0.08], [0.11, -0.10, -0.16], [-0.18, 0.11, -0.34], [-0.40, -0.17, -0.03], [-0.15, 0.68, 0.57], [0.20, -0.52, 0.38], [-0.22, 0.51, -0.45], [-0.67, 0.64, 0.62], [-0.42, 0.11, 0.31], [-0.18, -0.11, 0.00], [0.78, 0.00, 0.78], [-0.35, -0.09, 0.55], [0.24, 0.38, 0.53], [-0.18, -0.37, -0.21], [-0.44, 0.39, 0.48], [-0.06, -0.06, 0.04], [0.03, -0.22, -0.09], [-0.85, -0.10, -0.80], [0.61, -1.06, 1.38], [-0.44, 0.47, -0.06], [0.37, -0.93, 0.02], [-0.38, -0.37, -0.73], [0.14, 0.11, 0.95], [0.51, -0.30, -0.99], [0.08, 1.23, -1.65], [0.28, 0.75, 0.73], [0.26, -0.17, 0.17], [0.51, 1.73, -0.60], [-0.42, 0.47, -0.04], [0.58, 0.07, -0.05], [-0.31, -0.01, 0.48], [0.26, 0.12, -0.03], [-0.26, -0.17, 0.31], [0.24, -0.03, 0.00], [-0.40, 0.29, -0.07], [0.36, 0.30, 0.12], [-0.22, 0.27, 0.87], [-0.50, 0.23, -0.35], [0.15, 0.60, 0.14], [0.60, -0.42, -0.16], [0.30, 0.12, 0.15], [-0.19, -0.62, -0.12], [-0.59, -0.34, 0.76], [-0.26, 0.20, -0.24], [0.15, 0.02, -0.24], [0.16, -1.02, 0.19], [-0.70, -1.48, -0.03], [-0.09, -0.43, 0.98], [-0.84, 0.89, -0.82], [0.10, -0.77, -0.13], [-0.55, -0.14, 1.13], [-0.29, -0.81, -0.54], [1.89, -0.41, 0.58], [-0.77, 0.02, 0.52], [0.36, -0.15, 1.24], [-2.10, -0.14, -0.60], [0.06, 0.85, -1.31], [-0.33, 0.26, 0.06], [-0.21, -0.13, -0.80], [0.46, -0.13, 0.80], [0.40, 0.67, -0.36], [-0.43, 0.42, -0.50], [0.01, -0.49, 0.48], [0.09, 0.12, 0.40], [0.13, 0.29, -0.49], [0.38, 0.64, -0.16], [0.34, -0.28, -0.34], [-0.56, -0.03, 0.35], [-0.07, -0.18, -0.19], [0.00, 0.55, -0.23], [0.25, -0.18, 0.15], [0.09, 0.46, -0.51], [-0.11, -0.49, -0.13], [0.38, -0.41, 0.62], [0.51, 0.22, -0.43], [0.42, 0.54, 0.52], [0.52, -0.63, -0.40], [0.49, -0.40, -1.63], [0.08, 0.57, 0.40], [-0.02, 0.59, 0.08], [0.21, -0.32, -1.49], [1.28, -0.58, 0.11], [-0.45, 1.77, 0.45], [-1.13, 0.84, -0.48], [-0.62, -0.11, 0.17], [0.01, -0.98, -0.92], [1.51, -0.69, -1.06], [-0.45, 0.46, 0.75], [-0.39, 0.34, 0.36], [-0.18, -0.38, 0.64], [0.10, 0.41, 0.17], [-0.75, -0.04, -0.03], [0.46, -0.36, 0.36], [-0.30, -0.44, 0.02], [0.23, 0.49, 0.30], [-0.32, -0.33, 0.27], [-0.45, 0.07, 0.98], [-0.66, 0.02, -0.64], [-0.32, -0.24, 0.07], [1.02, -0.64, -0.06], [0.57, 0.01, 0.77], [-0.14, -0.17, -0.27], [-0.07, -0.01, -0.12], [-0.39, -0.07, 0.61], [0.16, 0.37, 0.08], [0.38, -0.30, 0.27], [0.10, 0.03, 0.23], [1.23, 0.74, -0.94], [-1.74, -1.55, 0.26], [0.08, 0.14, 0.74], [0.39, -0.16, -1.69], [-0.27, 0.30, -0.41], [0.15, -0.29, -0.06], [-0.24, -0.09, 0.83], [0.13, 0.13, 0.24], [-0.22, -0.33, -0.21], [0.38, 0.30, -0.25], [0.09, 0.32, -0.47], [0.23, 0.38, 1.35], [0.30, -1.12, -0.02], [-0.37, 0.58, -1.31], [0.96, -0.59, 1.15], [0.41, 0.80, 0.26], [0.18, 0.26, 0.02], [-0.12, -0.26, 0.22], [-0.28, 0.06, -0.10], [0.02, 0.34, -0.05], [-0.66, 0.36, -0.31], [-0.02, 0.16, 0.14], [-0.53, -0.37, -0.03], [0.06, -0.32, 0.19], [0.33, 1.60, 0.42], [-0.60, -0.92, -0.71], [-0.22, 0.18, -0.07], [-0.07, -0.22, 0.28], [0.50, -0.45, -0.16], [-0.14, -0.09, 0.21]],
  "smiles": "CC1(C)CCCC(C)(C)N1O.CC1(C)CCCC(C)(C)N1O.CC1(C)CCCC(C)(C)N1O.CC1(C)CCCC(C)(C)N1O.CC1(C)CCCC(C)(C)N1O.CC(C)O.CC(C)O.CO",
  "de_lowest_kj_mol": 0.0,
  "e_homo_ha": -0.3059,
  "gap_ev": 8.78,
  "total_energy_ha": -2925.71138
}

---

{
  "formula": "C5H16N2O",
  "method": "wB97M-V/def2-TZVPD",
  "species": ["C", "C", "C", "C", "C", "N", "N", "H", "H", "H", "H", "H", "H", "H", "H", "H", "H", "H", "H", "H", "H", "H", "H", "O"],
  "xyz": [[-1.609, 0.174, 2.062], [-1.109, 0.481, 0.604], [0.457, 0.639, 0.570], [1.021, 0.561, -0.856], [1.541, -0.857, -1.298], [2.678, -1.574, -0.675], [-1.529, -0.600, -0.193], [-0.788, 0.415, 2.865], [-2.636, 0.681, 2.339], [-1.684, -0.965, 2.214], [-1.782, 1.307, 0.276], [0.729, 1.580, 1.088], [0.770, -0.274, 1.080], [1.832, 1.337, -0.814], [0.379, 0.943, -1.712], [0.714, -1.577, -1.151], [1.656, -0.782, -2.366], [2.202, -2.228, 0.131], [2.903, -0.836, 0.133], [-2.431, -0.865, 0.244], [2.547, -0.010, 1.280], [-2.332, 1.436, -2.718], [-1.849, -0.145, -1.044], [-1.679, 1.157, -2.060]],
  "forces_ev_per_angstrom": [[0.55, -0.36, 2.03], [-1.19, -0.90, 2.70], [-0.68, 1.26, -1.75], [1.19, 1.48, -0.15], [-1.94, -1.45, -0.10], [-1.73, 1.16, 4.82], [-1.76, -0.77, 0.83], [-1.68, 0.17, -1.34], [2.17, -1.01, -0.55], [-0.21, 1.56, -0.40], [1.76, 0.76, -0.30], [0.00, -0.73, -0.10], [0.38, -0.27, 0.90], [-0.02, -1.00, -0.53], [-0.07, -0.70, 1.35], [-0.12, 0.80, -0.45], [0.58, -0.04, -0.43], [1.31, 1.19, -2.82], [1.07, -0.34, -0.76], [0.81, -0.67, -0.31], [-0.72, -0.48, -0.52], [0.23, -0.02, 0.14], [0.43, 0.36, -2.13], [-0.36, -0.01, -0.11]],
  "de_lowest_kj_mol": 1007.9,
  "e_homo_ha": -0.2883,
  "gap_ev": 3.39,
  "total_energy_ha": -384.47420
}

---

{
  "formula": "C6H14OS",
  "method": "wB97M-V/def2-TZVPD",
  "species": ["C", "C", "C", "C", "C", "C", "O", "S", "H", "H", "H", "H", "H", "H", "H", "H", "H", "H", "H", "H", "H", "H"],
  "xyz": [[0.116, -1.715, 0.588], [1.279, -0.775, 1.047], [1.905, 0.414, -1.119], [0.435, 1.547, 0.634], [-1.752, -0.547, -1.169], [1.288, 0.446, 0.226], [-3.072, 1.363, 0.545], [-1.498, -0.888, 0.600], [0.044, -2.535, 1.298], [0.318, -2.107, -0.405], [1.104, -0.533, 2.095], [-3.601, 1.401, 1.338], [2.200, -1.353, 0.949], [2.222, -0.591, -1.390], [2.787, 1.062, -1.154], [1.214, 0.793, -1.873], [0.528, 2.415, -0.011], [-0.635, 1.217, 0.623], [0.591, 1.825, 1.675], [-2.698, -0.998, -1.448], [-1.832, 0.527, -1.296], [-0.941, -0.969, -1.753]],
  "forces_ev_per_angstrom": [[-1.14, 0.24, -0.68], [0.76, 0.56, 0.32], [0.05, -0.22, 0.12], [1.81, 0.22, -0.38], [0.10, 0.16, 0.47], [-1.12, -0.09, 0.14], [0.90, -0.35, -0.61], [-0.37, -0.29, 0.21], [0.27, 0.04, 0.06], [0.18, -0.14, 0.00], [0.01, 0.00, -0.05], [-0.15, 0.12, 0.36], [0.07, 0.12, -0.04], [0.04, -0.04, 0.00], [-0.03, 0.08, 0.11], [-0.08, 0.14, 0.05], [-0.09, 0.11, -0.10], [-0.99, -0.53, 0.09], [-0.19, -0.15, 0.14], [-0.04, 0.01, -0.07], [-0.10, 0.14, 0.01], [0.10, -0.14, -0.14]],
  "de_lowest_kj_mol": 440.1,
  "e_homo_ha": [-0.2326, -0.2325],
  "gap_ev": [4.22, 4.21],
  "total_energy_ha": -710.24894
}